Entry 1:
{"formula": "C4H22HgO8", "method": "ωB97M-V/def2-TZVPD", "homo_lumo_gap_ev": 7.6, "de_lowest_ev": 0.000, "homo_ev": -7.77, "total_energy_ha": -920.7815, "species": ["Hg", "C", "C", "O", "H", "H", "H", "H", "H", "C", "C", "O", "H", "H", "H", "H", "H", "O", "H", "H", "O", "H", "H", "O", "H", "H", "O", "H", "H", "O", "H", "H", "O", "H", "H"], "xyz": [[-0.28800, -0.84100, -13.74100], [2.27500, -0.69600, -11.58200], [0.93400, -0.80700, -10.80000], [0.14400, -1.55200, -11.64900], [2.01500, -0.23900, -12.55200], [2.86300, -1.62900, -11.65200], [2.97100, -0.02800, -11.07600], [0.45000, 0.16900, -10.68300], [0.97100, -1.40400, -9.88900], [-3.22900, -0.60800, -17.33400], [-2.85100, -1.75800, -16.42500], [-1.62900, -1.44300, -15.76400], [-4.00100, -0.84200, -18.03500], [-2.39400, -0.38600, -17.94600], [-3.54100, 0.26200, -16.77400], [-2.66800, -2.64200, -17.08100], [-3.50300, -2.04600, -15.64200], [-2.44100, -0.29400, -12.98800], [-3.35500, -0.53300, -13.25400], [-2.47100, 0.25200, -12.20400], [1.73800, -0.31700, -14.88700], [2.24000, -0.70400, -15.60900], [2.04200, 0.58800, -14.81200], [0.97400, -3.07900, -14.53300], [0.69900, -3.97900, -14.81100], [1.79500, -3.34600, -14.22400], [-0.82800, 1.00000, -15.62500], [-1.48200, 1.64600, -15.29600], [-1.35600, 0.15000, -15.76300], [0.09500, 1.35300, -12.94000], [0.17900, 1.56300, -12.02300], [0.64500, 2.05400, -13.37300], [-2.22500, -3.03700, -13.71100], [-1.87800, -3.91200, -13.97900], [-2.33000, -2.67900, -14.57800]]}

=====

Entry 2:
{"formula": "C4H22N3O5", "method": "ωB97M-V/def2-TZVPD", "homo_lumo_gap_ev": 10.1, "de_lowest_ev": 1.028, "total_charge": 1, "homo_ev": -12.52, "total_energy_ha": -705.8364, "species": ["C", "C", "C", "N", "C", "N", "N", "H", "H", "H", "H", "H", "H", "H", "H", "H", "H", "H", "H", "H", "H", "O", "H", "H", "O", "H", "H", "O", "H", "H", "O", "H", "H", "O"], "xyz": [[-0.14949, -2.20887, -1.16937], [0.11542, -2.39486, 0.30611], [1.10134, -1.27617, 0.73846], [-0.08859, -0.82688, 3.32981], [0.04900, 0.12742, 2.35465], [0.47758, -0.06736, 1.16063], [-1.11078, -1.04013, -1.35395], [-0.67370, -3.07632, -1.57429], [0.76462, -1.95397, -1.70209], [0.75697, -3.24580, 0.54099], [-0.80934, -2.47419, 0.86027], [1.81354, -1.18040, -0.05504], [1.76103, -1.73943, 1.57539], [0.09241, -0.50014, 4.26149], [0.29734, -1.75023, 3.14825], [-0.41619, 1.06191, 2.67637], [-0.81781, -0.13421, -0.99327], [-1.85041, -1.23305, -0.68309], [-1.52093, -0.93543, -2.28143], [-0.20672, -0.22880, -4.57745], [0.32546, 0.52778, -3.37993], [0.04031, -0.36205, -3.65565], [-2.45660, 0.23162, 0.99372], [-2.53001, 1.44147, 0.06769], [-2.65871, 0.48682, 0.04725], [-1.17446, 2.60133, -2.49058], [0.45785, 2.31646, -2.17788], [-0.48162, 2.06320, -2.07867], [0.59300, 3.06177, 4.08683], [1.08498, 3.80680, 2.82206], [0.61446, 3.00943, 3.12892], [1.67441, 1.42061, -0.95281], [2.87806, 2.44989, -1.37121], [2.04757, 2.02176, -1.60216]]}

=====

Entry 3:
{"formula": "C4H22NO5S", "method": "ωB97M-V/def2-TZVPD", "homo_lumo_gap_ev": 9.0, "de_lowest_ev": 0.919, "total_charge": 1, "homo_ev": -11.60, "total_energy_ha": -994.4981, "species": ["C", "C", "C", "C", "S", "N", "H", "H", "H", "H", "H", "H", "H", "H", "H", "H", "H", "H", "H", "H", "O", "H", "H", "O", "H", "H", "O", "H", "H", "O", "H", "H", "O"], "xyz": [[0.37660, 2.26122, 2.15572], [-0.03422, 1.24381, 1.08967], [-1.57009, 1.15209, 0.85627], [-2.25370, 0.33504, 1.89367], [-3.75839, 0.89095, 2.71011], [0.53792, 1.68141, -0.29432], [0.85439, 3.07866, 1.60558], [0.99389, 1.87530, 2.96866], [-0.45923, 2.70959, 2.58917], [0.27458, 0.18566, 1.16460], [-1.92394, 2.23297, 0.97960], [-1.82903, 0.87660, -0.15969], [-1.53499, 0.08541, 2.72154], [-2.70421, -0.56922, 1.43159], [-4.50312, 1.28958, 1.68466], [0.27073, 2.59831, -0.67184], [0.43028, 0.79779, -0.84609], [1.56143, 1.81749, -0.13879], [1.87942, -3.59164, -1.20174], [3.14804, -3.68534, -2.02844], [2.66454, -3.08745, -1.45087], [2.19343, -0.57477, -2.55408], [1.79719, -1.13379, -1.25406], [1.67541, -0.32392, -1.76903], [0.84307, -0.65067, -5.62846], [0.62636, -1.82970, -4.65040], [1.27016, -1.18681, -4.95584], [-0.60583, -4.41547, -2.09580], [-0.74825, -5.02393, -0.69921], [-0.46365, -4.22797, -1.15740], [4.12644, 2.68094, 0.35222], [3.93269, 1.21128, -0.00516], [3.49710, 1.93479, 0.48069]]}

=====

Entry 4:
{"formula": "C4H22O10", "method": "ωB97M-V/def2-TZVPD", "homo_lumo_gap_ev": [2.8, 7.5], "multiplicity": 2, "total_charge": -1, "homo_ev": [-0.09, -4.88], "total_energy_ha": -917.9687, "species": ["O", "C", "C", "C", "C", "O", "H", "H", "H", "H", "H", "H", "H", "H", "O", "H", "H", "O", "H", "H", "O", "H", "H", "O", "H", "H", "O", "H", "H", "O", "H", "H", "O", "H", "H", "O"], "xyz": [[0.68967, 1.47152, -2.65389], [0.99202, 1.58710, -1.48240], [1.15941, 0.51538, -0.48183], [1.73475, -0.78499, -0.92329], [0.89042, -2.03730, -0.60796], [0.98008, -2.46776, 0.54537], [1.16111, 2.62282, -1.12898], [1.75912, 0.91748, 0.32142], [0.19726, 0.39854, 0.08561], [2.81629, -0.96675, -0.57463], [1.74603, -0.85962, -2.06533], [0.26679, -2.60355, -1.29172], [-1.08726, 0.09536, 1.82712], [-1.94045, -1.18954, 1.96289], [-1.90895, -0.32698, 1.48162], [-2.71508, -1.02684, -1.41618], [-1.98728, -0.82230, -0.13841], [-2.10919, -1.52070, -0.84504], [-0.63459, 3.17329, 0.80837], [0.60765, 3.00730, 1.61687], [0.08020, 3.68836, 1.19714], [-2.16656, 2.62921, -0.59738], [-1.43116, 2.25025, -1.88991], [-1.51824, 2.01662, -0.96014], [1.17842, 0.38693, 2.18963], [0.30048, 1.35449, 2.97234], [0.35250, 0.93336, 2.10782], [2.55328, -1.03562, 1.98495], [3.06669, 0.35680, 1.44923], [2.82421, -0.13818, 2.27166], [-0.65360, -0.22998, -3.44335], [-1.16626, -1.28312, -2.43803], [-0.93010, -1.14138, -3.36087], [-0.95186, -2.90061, 1.14655], [-2.32399, -3.13667, 0.74475], [-1.83180, -2.93292, 1.58599]]}

=====

Entry 5:
{"formula": "C4H22O7", "method": "ωB97M-V/def2-TZVPD", "homo_lumo_gap_ev": 10.4, "de_lowest_ev": 2.184, "homo_ev": -10.13, "total_energy_ha": -692.2110, "species": ["C", "C", "O", "H", "H", "H", "H", "H", "H", "C", "C", "O", "H", "H", "H", "H", "H", "H", "O", "H", "H", "O", "H", "H", "O", "H", "H", "O", "H", "H", "O", "H", "H"], "xyz": [[-0.52878, 1.68928, 1.04561], [-0.01546, 0.44050, 1.85657], [0.78847, -0.26980, 0.89923], [-1.00654, 2.37618, 1.74419], [-1.22049, 1.29021, 0.30373], [0.20887, 2.25911, 0.48057], [-0.77159, -0.19231, 2.32126], [0.60942, 0.66056, 2.72213], [1.50481, 0.28830, 0.58781], [-0.98996, -1.95326, -1.59288], [-0.35508, -0.87515, -2.46138], [-0.33994, -1.32784, -3.84009], [-0.66098, -2.96693, -1.82170], [-2.07530, -1.89121, -1.67216], [-0.65704, -1.79443, -0.56719], [0.69342, -0.63148, -2.29001], [-0.99051, -0.00411, -2.30134], [0.11065, -0.64630, -4.34414], [2.70350, -3.00239, 1.70396], [2.98290, -3.29116, 0.83518], [1.77101, -2.81044, 1.60468], [0.15989, 5.55062, 0.45568], [-0.35839, 4.80322, 0.15731], [-0.11154, 6.27252, -0.11125], [-2.78654, 2.07013, -1.47903], [-2.86896, 2.70410, -0.76663], [-3.12212, 1.25211, -1.11235], [3.42746, -0.47260, -1.37556], [3.18419, -1.35984, -1.11125], [3.66415, -0.55382, -2.29947], [-0.59317, -2.51789, 4.14805], [-1.18047, -2.31679, 3.41945], [-1.17597, -2.77921, 4.86099]]}

=====

Entry 6:
{"formula": "C4H22O8", "method": "ωB97M-V/def2-TZVPD", "homo_lumo_gap_ev": 10.9, "de_lowest_ev": 0.257, "homo_ev": -10.62, "total_energy_ha": -767.4934, "species": ["C", "C", "O", "C", "C", "O", "H", "H", "H", "H", "H", "H", "H", "H", "H", "H", "O", "H", "H", "O", "H", "H", "O", "H", "H", "O", "H", "H", "O", "H", "H", "O", "H", "H"], "xyz": [[-2.95457, 1.98089, 0.82104], [-1.97270, 1.05174, 0.11414], [-1.18726, 0.30653, 1.03142], [-1.14117, 1.93617, -0.82363], [-0.02619, 1.33712, -1.62327], [-0.49620, 0.45329, -2.65130], [-2.66766, 2.21591, 1.84769], [-3.87758, 1.41045, 0.96320], [-3.21126, 2.89401, 0.28254], [-2.46982, 0.25016, -0.42860], [-0.35355, 0.70043, 1.30985], [-1.79034, 2.53737, -1.46424], [-0.74282, 2.74248, -0.20113], [0.58666, 2.07776, -2.14695], [0.70149, 0.77204, -1.03371], [-1.39025, 0.12655, -2.52396], [-2.75620, -2.18456, 0.31966], [-2.25406, -2.30857, -0.49098], [-2.24963, -1.50284, 0.79235], [3.60615, 1.23115, 0.14298], [4.44513, 1.07751, -0.32411], [3.18101, 0.36969, 0.02184], [1.67234, 0.32845, 1.94617], [2.32662, 1.02713, 2.05857], [1.43719, -0.05516, 2.79370], [3.98187, -1.76705, 0.07525], [4.03209, -1.99548, -0.85610], [3.08900, -1.69724, 0.42721], [1.37904, -1.61759, -0.97103], [0.76142, -0.87833, -1.00109], [1.12634, -2.23155, -1.66681], [-0.34193, -3.81576, 0.82138], [0.25723, -3.05660, 0.72753], [-0.70041, -3.71612, 1.71042]]}